Record 1
Here is 19 unconnected molecules or ions with the total composition H38O19 in a non-equilibrium geometry from the Open Molecules 2025 dataset. Energies are from wB97M-V/def2-TZVPD.

Properties
HOMO-LUMO gap ... 0.38368 Eh
LUMO energy ... -0.010 Eh
Maximum force ... 2.36 eV Å⁻¹

Structure (XYZ):
```
57
Properties=species:S:1:pos:R:3:forces:R:3:mulliken_charge:R:1
O -2.170066 2.665806 2.139188 -0.6 0.0 -0.7 -0.658
H -2.438039 1.859504 2.606072 0.1 0.7 0.2 0.316
H -2.111043 3.392090 2.761500 0.0 -0.1 0.3 0.289
O 0.818794 -3.515580 -0.524736 -0.2 0.2 0.0 -0.474
H 1.519227 -3.412675 -1.177760 0.0 -0.3 -0.1 0.290
H 0.619957 -4.456332 -0.425210 0.2 0.3 -0.1 0.234
O 0.812063 -0.032145 0.963622 0.3 -0.8 -1.1 -0.272
H 0.964714 0.868885 0.650768 0.7 0.0 0.5 0.175
H 1.659199 -0.468220 1.167294 0.1 0.6 -0.1 0.112
O 0.847394 3.657547 2.414057 0.4 0.4 -0.2 -0.559
H 1.336685 3.701001 1.575176 -0.3 -0.3 0.1 0.309
H 1.041086 4.517355 2.810010 -0.1 -0.2 0.1 0.293
O 1.997169 0.970535 3.330630 0.2 0.1 0.7 -0.629
H 1.316483 0.455970 3.783122 0.2 -0.4 -0.2 0.315
H 1.609509 1.838318 3.504164 0.3 0.4 -0.5 0.321
O 3.078962 -2.122591 -3.042096 0.4 -0.9 -0.3 -0.647
H 2.196778 -1.751282 -2.945615 0.3 0.6 0.4 0.290
H 3.683310 -1.839942 -2.344526 -0.7 0.3 -0.1 0.314
O 2.054186 3.291813 -0.511601 0.2 0.5 0.4 -0.690
H 2.747454 3.910372 -0.245524 0.0 -0.2 0.0 0.289
H 1.571591 3.759999 -1.208826 -0.3 -0.1 0.2 0.368
O 0.141530 -2.635312 2.280691 -0.7 -0.1 0.3 -0.662
H 0.209113 -1.870936 1.713764 0.3 0.0 -0.5 0.061
H -0.745416 -2.526454 2.690052 1.0 0.3 0.0 0.495
O 1.254399 0.074749 -1.982299 -1.5 -1.5 1.0 -0.508
H 1.118790 -0.213012 -1.057670 1.2 0.6 0.2 0.315
H 0.402318 -0.369674 -2.210459 0.4 0.7 -1.4 0.312
O -3.784787 2.382876 -2.118745 0.2 0.1 0.1 -0.639
H -3.475446 1.505445 -1.864258 -0.2 -0.1 0.0 0.351
H -4.106740 2.786770 -1.305605 0.0 -0.1 0.0 0.309
O -2.611757 -1.338789 1.829041 -0.2 0.2 0.2 -0.581
H -2.646255 -0.493839 2.303745 0.1 -0.3 -0.1 0.382
H -1.754567 -1.291851 1.389556 -0.3 0.0 -0.2 0.144
O -0.939146 0.900985 -3.503157 0.3 0.8 0.2 -0.569
H -0.205574 1.378163 -3.918445 -0.2 -0.2 -0.4 0.282
H -0.983681 1.407284 -2.678697 -0.5 -0.2 -0.1 0.265
O -0.616231 0.815080 2.901691 -0.5 -1.1 -0.9 -0.774
H -0.705462 1.448934 2.161700 0.1 0.2 0.9 0.442
H -0.238525 0.045693 2.405386 -0.2 0.9 1.0 0.379
O 3.675267 -2.072938 0.946304 0.0 0.2 0.2 -0.550
H 4.094208 -2.861330 0.590062 -0.1 -0.1 0.0 0.284
H 3.875390 -2.101456 1.890920 -0.1 0.0 -0.1 0.282
O -1.706758 -2.597460 4.255971 -0.8 -0.6 -0.3 -0.635
H -2.610930 -2.289165 4.102576 0.1 0.5 0.3 0.316
H -1.749068 -3.359213 3.658576 0.2 -0.4 0.5 0.376
O -1.401522 -0.484865 -0.708807 -0.8 -0.2 -0.6 -0.410
H -0.900111 0.205322 -0.281885 0.4 -0.4 0.3 0.062
H -0.984736 -1.352967 -0.634156 0.5 0.3 0.2 0.294
O 1.487183 2.640221 -3.080731 0.9 -0.8 0.8 -0.734
H 2.221230 2.741492 -2.438354 -0.2 0.4 -0.8 0.353
H 1.409352 1.678325 -2.883686 -0.4 0.3 -0.3 0.352
O -3.422318 -1.509711 -2.307368 0.1 -0.1 -0.3 -0.670
H -3.040714 -1.699688 -1.445439 -0.2 0.1 0.1 0.342
H -2.669403 -1.132935 -2.785024 -0.1 0.0 0.0 0.360
O -0.355017 -1.621321 -4.123290 0.4 -0.3 0.5 -0.539
H -0.502669 -2.502456 -4.475084 -0.2 0.1 -0.2 0.267
H -0.887361 -0.976395 -4.596584 -0.1 -0.1 0.0 0.258
```
Forces are in eV/Å.


Record 2
Here is a molecular structure, C11H23INO2P2Yb in a non-equilibrium geometry from the Open Molecules 2025 dataset. Energies are from wB97M-V/def2-TZVPD.

Properties
<S²> ... 0.775
Net charge ... +2
HOMO-LUMO gap (alpha / beta) ... 0.27232 / 0.29423 Eh
LUMO energy (alpha / beta) ... -0.246 / -0.273 Eh
Spin multiplicity ... 2
Maximum force ... 5.85 eV Å⁻¹

Structure (XYZ):
```
41
Properties=species:S:1:pos:R:3:forces:R:3:mulliken_spin:R:1
Yb 0.122992 1.517520 -0.383840 0.9 -1.0 -1.1 0.001
P 2.202770 -0.754018 0.422105 1.1 -0.6 -2.3 0.016
C 2.256758 -1.274096 -1.372815 -0.8 3.8 0.6 0.631
C 1.028008 -1.314464 -2.097628 -1.3 0.3 -1.8 -0.098
N -0.167182 -0.614472 -1.805349 0.7 -1.8 0.9 0.077
C -1.322394 -1.184888 -2.267485 0.7 1.1 0.5 0.026
C -1.305313 -2.225919 -3.177781 -0.9 -0.2 -0.2 0.083
C -0.125089 -2.718281 -3.672768 1.0 -0.2 -0.6 -0.015
C 1.063195 -2.182378 -3.206154 0.5 -0.4 0.8 0.168
C -2.657080 -0.668718 -1.739992 0.4 -0.1 -0.1 0.002
P -2.546277 0.869446 -0.737476 -0.7 -0.2 -0.8 -0.001
H 2.066183 -2.553546 -3.488754 -0.9 0.0 0.0 -0.005
H -2.250783 -2.613773 -3.536758 0.0 -0.1 0.1 0.001
H -0.064784 -3.536621 -4.392178 -0.3 0.3 0.1 0.001
H -3.337944 -0.497688 -2.583846 0.0 0.0 0.2 -0.001
H -3.128985 -1.424866 -1.094932 0.3 0.0 -0.2 0.005
H 2.768370 0.964030 -2.312140 0.8 -4.9 -2.4 -0.005
H 3.083609 -0.898992 -1.964360 0.6 -1.0 0.0 0.024
H 0.725763 4.166018 -2.336146 0.7 0.5 -0.1 0.000
O 2.641783 1.719992 -1.870692 -1.6 5.4 1.8 0.002
H 2.650631 2.364255 -2.612969 0.2 -0.1 0.8 0.000
H 0.286363 2.268810 1.644405 0.3 0.1 0.4 0.001
O -0.224643 4.211543 -2.325771 -0.8 -0.7 1.2 0.000
H -0.471622 4.695854 -1.513434 0.3 0.1 -0.7 0.000
C -2.744751 2.069077 -2.110423 0.1 0.4 0.0 0.000
H -3.739776 1.924974 -2.555463 0.3 0.1 0.0 0.000
H -2.671314 3.090599 -1.712186 -0.1 -0.2 -0.3 0.000
H -1.978390 1.942878 -2.890248 -0.2 0.1 0.2 0.000
C -4.182445 0.948125 0.033573 0.1 0.1 0.4 0.000
H -4.134256 1.709688 0.823971 -0.3 -0.2 -0.2 0.000
H -4.935235 1.225559 -0.714748 0.1 -0.2 0.3 0.000
H -4.414803 -0.028099 0.479206 -0.1 0.3 0.0 0.000
C 2.195709 -2.569276 0.666679 -0.4 -0.3 1.0 0.073
H 3.146165 -2.982041 0.303078 -0.3 0.1 0.3 -0.001
H 2.038261 -2.741986 1.727968 0.1 -0.7 0.0 0.004
H 1.386372 -2.995814 0.055233 0.1 0.1 0.6 -0.002
C 3.993438 -0.341701 0.640630 -0.1 0.2 0.6 0.008
H 4.108076 -0.119250 1.709905 0.2 0.0 -0.2 0.001
H 4.646683 -1.189396 0.397298 -0.3 0.2 0.0 0.000
H 4.325207 0.548259 0.082814 -0.4 -0.3 0.1 -0.002
I -0.221971 2.853657 3.041973 -0.2 0.1 0.1 0.001
```
Forces are in eV/Å.


So what do the calculations give for relative energy (zero: lowest compared OMol25 entry of this formula, charge and spin)? Going down the list: 94.6, 75.0 kcal per mole.